Entry 1:
{
  "formula": "C20H20BrF3IO3S",
  "method": "ωB97M-V/def2-TZVPD",
  "total_charge": -1,
  "e_homo_ev": -2.754,
  "gap_ha": 0.18995,
  "symbols": ["C", "C", "O", "C", "C", "C", "C", "C", "C", "Br", "C", "C", "O", "H", "H", "H", "H", "H", "H", "H", "H", "H", "H", "C", "C", "C", "C", "C", "I", "C", "C", "C", "C", "O", "S", "C", "F", "F", "F", "H", "H", "H", "H", "H", "H", "H", "H", "H", "H"],
  "xyz": [[-0.0829, -2.1341, -5.7166], [-0.0574, -2.2850, -4.2213], [-0.4630, -1.1217, -3.5257], [-0.5174, -1.2593, -2.1664], [-1.3754, -0.2823, -1.5340], [-2.4932, -0.6530, -0.7841], [-2.5832, -1.9078, -0.1031], [-3.6121, -2.1735, 0.7950], [-4.6305, -1.2356, 0.9938], [-5.9761, -1.4762, 2.2961], [-4.7082, -0.0971, 0.1600], [-3.6623, 0.1956, -0.7003], [0.1211, -2.1391, -1.5857], [0.4822, -2.9635, -6.1483], [-1.0933, -2.1942, -6.1207], [0.4024, -1.2487, -6.1343], [-0.7106, -3.1296, -3.9838], [0.9554, -2.5136, -3.8921], [-1.3768, 0.7027, -1.9558], [-1.7560, -2.6023, -0.2277], [-3.6236, -3.0910, 1.3715], [-5.5759, 0.5678, 0.2016], [-3.7086, 1.0953, -1.3302], [3.1342, 2.8840, 2.9053], [2.7877, 1.5798, 2.1508], [3.8606, 0.5807, 2.5274], [1.3791, 1.0696, 2.4391], [0.8909, -0.1368, 1.8950], [2.1614, -1.6631, 1.1832], [-0.4755, -0.4172, 1.9282], [-1.3454, 0.3706, 2.6980], [-0.8460, 1.5374, 3.2895], [0.5163, 1.8435, 3.1970], [2.8292, 1.9040, 0.7210], [1.5595, 1.6089, -0.4417], [2.6149, 1.5941, -1.9585], [3.0226, 0.3114, -2.2743], [1.8970, 2.0959, -3.0210], [3.7554, 2.3473, -1.7948], [3.0256, 2.7915, 4.0060], [4.1712, 3.1901, 2.6953], [2.4704, 3.6975, 2.5826], [3.5436, 0.0794, 3.4465], [4.0360, -0.1429, 1.7279], [4.8161, 1.0864, 2.6664], [-0.8729, -1.2345, 1.3277], [-2.3751, 0.0249, 2.8480], [-1.4625, 2.2521, 3.8406], [0.9511, 2.6915, 3.7270]],
  "forces_ev_per_angstrom": [[0.08, 0.14, -0.75], [0.81, -0.15, 0.19], [-0.38, 0.13, -0.71], [0.34, 0.09, 1.64], [0.28, 0.07, -0.48], [-0.42, -0.14, 0.35], [-0.39, 0.11, 0.30], [-0.05, 0.49, -0.12], [0.19, 0.45, -1.07], [-0.29, -0.24, 0.29], [0.49, -0.16, 0.28], [0.21, -0.17, 0.22], [-0.69, -0.06, -0.85], [-0.12, -0.19, 0.07], [-0.07, 0.15, 0.02], [-0.10, 0.21, 0.42], [0.09, 0.05, 0.36], [0.04, -0.32, 0.02], [-0.31, 0.29, -0.68], [-0.21, -0.02, 0.07], [0.08, -0.02, -0.02], [0.29, -0.24, 0.11], [0.03, -0.44, 0.30], [-0.37, 0.51, -0.18], [-0.77, 0.05, 0.09], [0.77, -0.18, -0.52], [0.32, -0.60, 0.23], [-0.21, 0.43, 0.18], [-1.01, -0.46, -0.48], [0.09, -0.06, 0.27], [0.35, 0.33, -0.21], [0.24, -0.16, 0.42], [-0.48, 0.12, -0.28], [0.25, 0.29, -1.15], [0.92, 0.36, 0.77], [0.78, -0.28, 0.14], [-0.44, 1.80, 0.05], [0.99, -0.81, 1.40], [-1.39, -0.88, -0.50], [0.13, -0.24, -0.62], [-0.40, -0.23, -0.07], [0.19, -0.16, 0.05], [0.31, -0.09, -0.14], [-0.03, 0.32, 0.54], [-0.01, 0.13, 0.27], [0.17, -0.01, 0.51], [0.30, 0.43, -0.38], [-0.07, -0.56, -0.04], [-0.57, -0.06, -0.30]]
}

---

Entry 2:
{
  "formula": "C20H20Cl2F3N5OReS2",
  "method": "ωB97M-V/def2-TZVPD",
  "spin_multiplicity": 4,
  "total_charge": 2,
  "s2": 3.80,
  "e_homo_ev": [-12.454, -12.452],
  "gap_ha": [0.15381, 0.12624],
  "symbols": ["Re", "C", "C", "N", "N", "C", "N", "S", "C", "C", "C", "C", "C", "N", "H", "H", "H", "H", "H", "H", "H", "H", "H", "H", "Cl", "C", "C", "C", "Cl", "C", "C", "C", "C", "N", "C", "C", "O", "H", "H", "H", "H", "F", "C", "F", "F", "C", "S", "C", "H", "H", "H", "H", "H", "H"],
  "xyz": [[5.5210, -13.8342, 5.8528], [3.7861, -10.0019, 6.6584], [4.6885, -11.1792, 6.2817], [4.5087, -12.4194, 6.7557], [4.2256, -12.5554, 8.1044], [5.2591, -13.0845, 8.7960], [5.3143, -13.0621, 10.1524], [6.6302, -13.6726, 8.0030], [5.8138, -11.0428, 5.4440], [6.4168, -9.8836, 4.8818], [7.6067, -10.0472, 4.1161], [8.1264, -11.3285, 3.8313], [7.3482, -12.4242, 4.1720], [6.3132, -12.2767, 5.0192], [2.9782, -10.3948, 7.2939], [3.3617, -9.4870, 5.7876], [4.4447, -9.2915, 7.2541], [3.3580, -12.2107, 8.5442], [4.4956, -12.9785, 10.7401], [6.2026, -13.4031, 10.5006], [5.9924, -8.9395, 5.1782], [8.1204, -9.2106, 3.7251], [9.0347, -11.4089, 3.2620], [7.5655, -13.4527, 3.8231], [8.4781, -17.3689, 3.8318], [7.3352, -17.6152, 5.0878], [7.1811, -18.9154, 5.6291], [6.1106, -19.1819, 6.4576], [5.8207, -20.8276, 7.0073], [5.2236, -18.1137, 6.7904], [3.9114, -18.3888, 7.3447], [3.0869, -17.3051, 7.5821], [3.4535, -16.0156, 7.1733], [4.6407, -15.7181, 6.5911], [5.5219, -16.7768, 6.3756], [6.6446, -16.4934, 5.5892], [6.8240, -15.2736, 5.0654], [7.9206, -19.6833, 5.3649], [3.6991, -19.4423, 7.6412], [2.1137, -17.4285, 8.0570], [2.7795, -15.1604, 7.3754], [3.9138, -12.9548, 3.5995], [4.0485, -14.0556, 4.3596], [4.2014, -15.0912, 3.4961], [2.8056, -14.2458, 5.0104], [9.0452, -14.4743, 0.9923], [10.5380, -13.6316, 1.5328], [11.3923, -13.3610, -0.0658], [9.2675, -15.4185, 0.4799], [8.4619, -13.7676, 0.3360], [8.3982, -14.7372, 1.8305], [11.1717, -12.3291, -0.3813], [11.1548, -14.0880, -0.8059], [12.4385, -13.5339, 0.1900]],
  "forces_ev_per_angstrom": [[1.08, -6.50, -0.24], [1.59, -0.55, 1.29], [-1.80, 1.06, 1.15], [-0.42, 2.58, -0.21], [-1.01, -0.43, 1.16], [0.22, 0.59, 1.92], [-0.42, -0.18, -1.85], [0.74, -0.16, 0.24], [1.98, -0.10, -3.55], [0.11, -1.61, 0.65], [-0.98, -1.31, 0.90], [-1.26, 1.38, -0.05], [0.43, -0.21, 0.30], [0.72, 2.09, -0.66], [0.21, 0.50, -0.27], [0.27, -0.26, 0.11], [-1.04, -0.52, -0.64], [0.69, -0.20, -0.55], [0.25, 0.14, 0.11], [-0.45, -0.09, 0.50], [0.18, 0.39, -0.35], [0.36, 0.90, -0.17], [0.18, -0.33, -0.23], [-0.05, 0.70, 0.41], [0.00, -0.03, 0.20], [0.44, 0.59, 0.73], [-0.06, -0.02, 0.05], [0.49, -0.05, -0.25], [0.18, 1.11, -0.26], [-1.72, -0.50, 0.04], [1.76, 0.43, 0.26], [-0.37, -0.16, -0.15], [0.76, 0.78, 0.08], [-0.32, -0.88, 0.44], [-0.83, -0.26, 0.49], [0.31, -1.24, -1.57], [-1.45, 1.32, 1.28], [-0.59, 0.30, -0.03], [-0.11, 1.12, -0.32], [0.26, 0.00, -0.20], [0.47, -0.69, -0.33], [-0.26, 0.28, -0.06], [-1.29, -0.81, -0.31], [-0.17, 0.51, 0.71], [1.05, 0.29, -0.90], [-0.84, 0.59, -0.92], [0.04, -0.31, 0.05], [0.16, 0.84, 1.27], [0.00, 0.37, -0.06], [0.48, -0.98, 0.43], [0.20, 0.13, 0.22], [0.38, -0.59, -0.17], [-0.57, -0.52, -0.49], [0.03, 0.49, -0.23]]
}

---

Entry 3:
{
  "formula": "C20H20Cl5N5O5S2Ti",
  "method": "ωB97M-V/def2-TZVPD",
  "spin_multiplicity": 3,
  "total_charge": -2,
  "s2": 2.02,
  "e_homo_ev": [0.039, -1.574],
  "gap_ha": [0.15506, 0.21430],
  "symbols": ["Ti", "C", "C", "N", "N", "C", "N", "S", "C", "C", "C", "C", "C", "N", "H", "H", "H", "H", "H", "H", "H", "H", "H", "Cl", "C", "C", "C", "Cl", "C", "Cl", "C", "Cl", "C", "Cl", "O", "S", "O", "O", "O", "O", "C", "C", "C", "C", "C", "C", "N", "H", "H", "H", "H", "H", "H", "H", "H", "H", "H", "H"],
  "xyz": [[-0.7337, -0.0685, -0.3104], [-3.4311, -1.2209, 2.8706], [-2.7809, -0.7884, 1.5900], [-1.6765, -0.0375, 1.5583], [-1.0905, 0.1998, 2.7967], [-0.5556, 1.3704, 2.9702], [0.0511, 1.5023, 4.2435], [-0.5401, 2.7681, 1.9736], [-3.3751, -1.1118, 0.3453], [-4.5608, -1.8799, 0.2141], [-5.1299, -2.0386, -1.0182], [-4.5159, -1.4609, -2.1517], [-3.3218, -0.8058, -1.9694], [-2.7503, -0.6267, -0.7778], [-2.9828, -0.6964, 3.7085], [-3.3030, -2.2967, 3.0359], [-4.5052, -1.0197, 2.8464], [0.3878, 0.6112, 4.5836], [0.7478, 2.2302, 4.2318], [-5.0004, -2.3355, 1.0906], [-6.0370, -2.6240, -1.1233], [-4.9181, -1.5795, -3.1479], [-2.7603, -0.4177, -2.8123], [1.5353, 1.5875, -2.2902], [-0.0403, 2.3766, -2.2637], [-1.0158, 1.9152, -1.3879], [-2.1902, 2.6711, -1.4009], [-3.4636, 2.3217, -0.2617], [-2.4082, 3.7485, -2.2599], [-3.9057, 4.6273, -2.2626], [-1.4063, 4.1342, -3.1460], [-1.6581, 5.4579, -4.2394], [-0.1982, 3.4502, -3.1399], [1.0637, 3.9479, -4.2238], [-0.0906, -1.0364, -2.0222], [-0.1228, -2.5013, -1.5290], [-1.2202, -3.2246, -2.1265], [-0.3367, -2.2239, -0.0582], [1.1930, -3.0912, -1.7692], [1.1525, 0.1615, 0.5549], [2.2846, -0.3200, 0.5880], [3.2280, 0.0883, 1.6898], [4.5560, 0.6626, 1.1854], [5.5838, -0.3895, 0.7745], [5.1911, -1.2304, -0.4367], [3.8894, -2.0002, -0.2463], [2.7062, -1.1702, -0.3598], [3.4093, -0.7817, 2.3320], [2.6730, 0.8210, 2.2742], [4.9826, 1.2819, 1.9783], [4.3544, 1.3369, 0.3474], [5.7482, -1.0618, 1.6267], [6.5443, 0.0974, 0.5792], [5.9930, -1.9433, -0.6537], [5.0831, -0.5900, -1.3175], [3.9011, -2.5181, 0.7213], [3.7777, -2.7756, -1.0024], [1.9886, -1.5031, -1.0020]],
  "forces_ev_per_angstrom": [[-0.14, -0.12, 0.05], [0.00, -0.10, 0.03], [-0.13, 0.19, -0.08], [-0.11, -0.38, 0.05], [0.10, -0.05, -0.18], [-0.06, 0.16, 0.20], [0.00, -0.04, -0.09], [0.09, -0.11, -0.04], [-0.11, -0.06, 0.18], [0.02, 0.13, -0.08], [0.00, -0.03, -0.01], [0.02, 0.01, 0.01], [0.05, 0.00, -0.04], [0.16, -0.10, 0.11], [0.01, 0.03, -0.01], [0.02, 0.01, -0.01], [0.01, 0.02, 0.01], [0.02, 0.01, 0.02], [0.02, -0.01, 0.01], [-0.03, 0.01, 0.00], [0.00, 0.01, -0.02], [-0.03, -0.02, 0.01], [0.00, 0.00, 0.00], [-0.15, 0.07, 0.03], [0.30, -0.04, -0.12], [0.08, -0.01, -0.16], [-0.14, 0.10, 0.11], [0.06, -0.03, -0.08], [0.05, 0.02, -0.04], [0.01, -0.03, 0.03], [-0.02, 0.01, -0.02], [0.00, -0.01, 0.01], [-0.06, 0.01, 0.03], [0.00, -0.01, 0.02], [-0.11, -0.21, -0.09], [-0.43, 0.82, 0.24], [0.15, -0.15, -0.05], [0.03, -0.20, -0.01], [0.10, -0.11, -0.02], [0.04, 0.27, 0.06], [-0.01, -0.25, -0.38], [-0.05, -0.02, 0.01], [-0.03, 0.05, -0.02], [0.02, -0.04, 0.04], [0.00, 0.03, -0.05], [-0.10, -0.02, 0.01], [0.08, 0.25, 0.43], [0.02, 0.02, 0.01], [0.04, 0.03, 0.00], [0.02, -0.03, 0.02], [0.00, 0.00, 0.00], [0.01, 0.00, -0.01], [-0.01, 0.03, -0.01], [0.01, 0.00, 0.03], [0.00, -0.01, 0.00], [0.03, 0.00, 0.01], [-0.01, 0.05, -0.05], [0.14, -0.15, -0.11]]
}

---

Entry 4:
{
  "formula": "C20H20FNO4S",
  "method": "ωB97M-V/def2-TZVPD",
  "e_homo_ev": -8.154,
  "smiles": "CC(=O)OCCc1ccc(CC(=O)O)c2c1Sc1ccc(CCF)cc1N2",
  "gap_ha": 0.31701,
  "symbols": ["C", "C", "O", "O", "C", "C", "C", "C", "C", "C", "C", "C", "O", "O", "C", "C", "S", "C", "C", "C", "C", "C", "C", "F", "C", "C", "N", "H", "H", "H", "H", "H", "H", "H", "H", "H", "H", "H", "H", "H", "H", "H", "H", "H", "H", "H", "H"],
  "xyz": [[6.5295, -0.3877, 1.2218], [6.1110, 0.1752, -0.0964], [6.4449, -0.2737, -1.1457], [5.3128, 1.2599, 0.0224], [4.2029, 1.3083, -0.9015], [2.9503, 1.7759, -0.1692], [2.0068, 0.6785, 0.2598], [2.5000, -0.5800, 0.5985], [1.6616, -1.5994, 1.0272], [0.2918, -1.3773, 1.1206], [-0.6570, -2.4659, 1.5776], [-0.1293, -3.8608, 1.4394], [0.3949, -4.2979, 0.4635], [-0.3324, -4.6183, 2.5483], [-0.2366, -0.1194, 0.7990], [0.6278, 0.8903, 0.3696], [-0.0315, 2.4887, -0.0354], [-1.6667, 2.0477, -0.5383], [-2.3685, 2.8387, -1.4380], [-3.6723, 2.5375, -1.8081], [-4.2950, 1.4030, -1.2825], [-5.7049, 1.0748, -1.6859], [-6.0838, -0.3799, -1.4811], [-7.2410, -0.6810, -2.1638], [-3.5786, 0.6141, -0.3878], [-2.2726, 0.9199, -0.0022], [-1.6477, 0.0576, 0.9576], [5.7236, -0.9671, 1.6646], [6.7556, 0.4352, 1.8963], [7.4006, -1.0159, 1.0955], [4.0711, 0.3572, -1.4045], [4.4477, 2.0634, -1.6436], [2.4575, 2.5480, -0.7501], [3.3097, 2.2613, 0.7409], [3.5599, -0.7707, 0.5496], [2.0887, -2.5513, 1.2926], [-0.9717, -2.3065, 2.6059], [-1.5584, -2.3982, 0.9728], [-0.6102, -5.5043, 2.2866], [-1.9089, 3.7236, -1.8554], [-4.2149, 3.1718, -2.4903], [-6.4261, 1.6914, -1.1468], [-5.8593, 1.2877, -2.7426], [-6.2067, -0.6076, -0.4231], [-5.2865, -1.0253, -1.8532], [-4.0364, -0.2569, 0.0553], [-1.8520, 0.4354, 1.8800]],
  "forces_ev_per_angstrom": [[0.30, 0.45, 0.29], [0.19, 0.15, 0.46], [0.00, -0.48, -1.01], [-0.73, -0.57, 0.46], [0.10, 0.97, -0.33], [0.33, -0.30, 0.53], [-0.08, -0.22, -0.15], [-0.34, 0.06, 0.17], [-0.09, 0.64, -0.06], [-0.13, -0.20, -0.08], [0.31, 0.45, 0.26], [0.02, -0.02, 0.13], [0.12, -0.33, -0.67], [-0.81, 0.24, 0.38], [0.57, -0.51, 0.18], [-0.21, 0.11, -0.17], [-0.06, 0.08, 0.07], [0.17, -0.33, 0.16], [-0.27, 0.31, -0.29], [0.30, -0.46, 0.52], [0.19, 0.20, 0.05], [-0.45, -0.26, -0.07], [0.84, 0.05, 0.19], [-0.32, 0.02, 0.01], [0.07, 0.14, -0.05], [-0.64, -0.13, -0.28], [0.13, 0.78, -0.11], [-0.16, -0.02, -0.02], [0.00, -0.02, 0.16], [0.09, -0.12, -0.05], [0.10, -0.16, -0.02], [0.11, -0.08, -0.23], [-0.22, -0.06, -0.14], [-0.04, 0.24, 0.02], [0.15, -0.01, -0.06], [-0.01, -0.18, -0.03], [-0.03, 0.04, 0.12], [-0.16, -0.11, -0.07], [0.56, -0.20, -0.11], [0.17, 0.02, 0.01], [0.02, 0.12, -0.15], [0.04, 0.14, 0.07], [0.12, 0.11, -0.13], [-0.31, -0.08, 0.07], [-0.03, -0.10, -0.16], [0.05, -0.16, 0.04], [0.05, -0.24, 0.10]]
}

---

Entry 5:
{
  "formula": "C20H20N2O3S",
  "method": "ωB97M-V/def2-TZVPD",
  "e_homo_ev": -8.666,
  "smiles": "Cc1ccccc1C(=O)OCC(=O)NCCSCc1ccccc1C#N",
  "gap_ha": 0.32177,
  "symbols": ["C", "C", "C", "C", "C", "C", "C", "C", "O", "O", "C", "C", "O", "N", "C", "C", "S", "C", "C", "C", "C", "C", "C", "C", "C", "N", "H", "H", "H", "H", "H", "H", "H", "H", "H", "H", "H", "H", "H", "H", "H", "H", "H", "H", "H", "H"],
  "xyz": [[1.4878, -1.9551, -2.8557], [0.5288, -2.5860, -1.8958], [0.6856, -3.9210, -1.5424], [-0.1994, -4.5524, -0.6870], [-1.2824, -3.8569, -0.1761], [-1.4624, -2.5308, -0.5157], [-0.5605, -1.8833, -1.3584], [-0.7580, -0.4435, -1.6516], [0.1155, 0.3426, -1.9281], [-2.0576, -0.0989, -1.5709], [-2.4059, 1.2255, -1.9386], [-2.8836, 2.1177, -0.7932], [-3.3654, 3.2042, -1.0328], [-2.7450, 1.6125, 0.4440], [-2.9681, 2.4298, 1.6109], [-1.7222, 2.5006, 2.4842], [-0.2928, 3.0794, 1.4891], [1.1192, 2.3961, 2.4666], [2.0012, 1.5370, 1.6213], [3.2772, 1.9497, 1.2675], [4.0994, 1.1425, 0.4992], [3.6648, -0.1044, 0.0774], [2.3952, -0.5361, 0.4056], [1.5605, 0.2871, 1.1597], [0.2452, -0.1368, 1.4232], [-0.8382, -0.4631, 1.6225], [1.9549, -1.0758, -2.4183], [2.2575, -2.6651, -3.1493], [0.9599, -1.6221, -3.7483], [1.5199, -4.4755, -1.9484], [-0.0463, -5.5890, -0.4250], [-1.9819, -4.3454, 0.4848], [-2.2983, -1.9781, -0.1186], [-3.2069, 1.1630, -2.6808], [-1.5364, 1.7201, -2.3908], [-2.2833, 0.7220, 0.5856], [-3.2473, 3.4225, 1.2467], [-3.7935, 2.0215, 2.2063], [-1.4802, 1.5087, 2.8648], [-1.8740, 3.1942, 3.3114], [0.6818, 1.8306, 3.2885], [1.6746, 3.2459, 2.8625], [3.6283, 2.9158, 1.5986], [5.0867, 1.4878, 0.2313], [4.3124, -0.7356, -0.5118], [2.0331, -1.5019, 0.0860]],
  "forces_ev_per_angstrom": [[0.15, 0.07, -0.01], [-0.11, 0.11, 0.07], [0.03, 0.00, 0.02], [-0.04, 0.01, 0.03], [-0.02, -0.06, 0.03], [0.01, 0.02, -0.14], [-0.01, -0.37, 0.07], [0.26, 0.26, -0.11], [-0.12, -0.16, 0.03], [-0.25, -0.17, 0.19], [0.07, 0.70, -0.39], [0.05, -0.66, -0.08], [-0.03, 0.37, -0.30], [0.01, -0.36, 0.23], [-0.04, 0.21, 0.04], [0.38, 0.17, -0.10], [0.02, -0.17, 0.27], [-0.51, 0.45, -0.26], [0.04, -0.18, -0.06], [-0.09, -0.03, 0.05], [-0.01, -0.07, -0.04], [0.10, 0.01, -0.02], [-0.11, 0.09, 0.13], [1.11, 0.29, -0.24], [-0.74, -0.18, 0.23], [-0.11, -0.15, 0.15], [0.05, 0.02, -0.07], [0.01, -0.06, -0.04], [0.05, 0.07, -0.08], [0.07, -0.02, -0.06], [0.01, -0.09, 0.02], [-0.06, -0.03, 0.07], [-0.04, 0.01, 0.03], [0.10, 0.02, 0.17], [-0.27, -0.06, 0.10], [-0.08, 0.14, -0.17], [-0.06, -0.14, 0.12], [0.07, 0.15, -0.03], [-0.02, 0.08, 0.07], [-0.10, -0.11, 0.02], [0.07, 0.01, 0.07], [0.04, -0.17, 0.10], [0.02, 0.09, 0.05], [0.09, 0.02, -0.02], [0.05, -0.05, -0.05], [-0.03, -0.06, -0.05]]
}